Computed, not measured: an isolated molecule of C10H8N2 in a non-equilibrium geometry, with wB97M-V/def2-TZVPD.

Geometry as XYZ:
```
20
Properties=species:S:1:pos:R:3:mulliken_charge:R:1
N -1.77 -0.10 -0.75 -0.5201
N 0.81 1.67 -0.37 -0.5086
C 0.60 0.39 -0.29 0.5783
C -3.15 -1.06 0.88 -0.1658
C -2.17 -1.07 1.81 -0.7692
C 1.61 -0.55 -0.66 -0.1214
C 2.84 -0.09 -1.10 -0.2704
C -0.85 -0.58 1.42 -0.5613
C 2.06 2.12 -0.77 -0.0362
C 3.03 1.29 -1.13 -0.4795
C -2.93 -0.57 -0.33 -0.2388
C -0.71 -0.13 0.17 0.2393
H -0.14 -0.84 2.13 0.4478
H 3.93 1.86 -1.13 0.3538
H 1.46 -1.82 -0.47 0.1431
H -3.63 -0.45 -1.11 0.4707
H -2.50 -1.18 2.61 0.7040
H -4.29 -1.44 1.15 0.1851
H 3.69 -0.85 -1.24 0.2964
H 2.12 3.40 -0.82 0.2527
```

Multiplicity: 1
LUMO energy: 0.73 eV
HOMO energy: -9.61 eV
Frontier orbital gap: 10.34 eV
Max |F|: 14.82 eV/A